C19H28GeIrN4O4S3 | the ωB97M-V functional and the def2-TZVPD basis

XYZ file:
```
60
Properties=species:S:1:pos:R:3:forces:R:3
Ir 0.104 -1.436 0.103 1.1014 2.2829 -3.3516
O -4.076 -2.819 0.245 -0.1466 0.1184 0.0799
C -2.912 -2.224 0.137 -0.1294 -0.0605 0.1264
O -1.963 -2.646 -0.474 0.2944 -0.5654 -0.0384
C -2.844 -0.902 0.833 -0.1788 0.1085 0.0364
C -3.977 -0.296 1.367 0.0499 0.0352 -0.0697
C -3.850 0.955 1.936 -0.2663 0.0388 0.0593
C -2.603 1.549 1.956 0.3544 0.1359 -0.0244
C -1.502 0.865 1.446 -0.5977 -0.0694 -0.2605
N -1.631 -0.353 0.876 0.6885 -0.9148 0.8775
C -0.151 1.416 1.580 0.1425 0.2182 -0.1111
O 0.094 2.599 2.006 -0.3584 0.3964 0.2684
O 0.857 0.724 1.280 0.1274 -0.6925 0.4490
H -4.081 -3.680 -0.207 0.0693 0.0131 -0.0243
H -4.930 -0.805 1.329 0.0366 -0.0098 -0.0185
H -4.710 1.457 2.358 0.0330 0.0265 -0.0037
H -2.495 2.532 2.398 -0.1011 -0.0322 0.0256
H -0.693 3.122 2.233 0.0957 0.0483 0.0350
C -0.997 -2.067 -3.388 0.3696 0.1166 -0.2000
C -0.875 -0.543 -3.344 -0.1492 -0.1817 0.1774
S -0.247 0.210 -1.792 -0.1592 -0.6727 0.8701
C 1.460 0.673 -2.157 -0.0867 0.0158 -0.0371
C 2.324 -0.511 -2.483 0.2265 0.0340 0.0228
S 2.414 -1.638 -1.065 -1.2181 -0.5652 0.5833
C 2.407 -3.263 -1.893 -0.0096 -0.1296 0.2261
C 1.053 -3.754 -2.374 0.0639 0.1562 -0.2682
S 0.484 -2.968 -3.920 -0.1192 -0.1027 0.0798
H -1.762 -2.313 -4.125 -0.0778 0.0468 0.0435
H -1.300 -2.464 -2.427 -0.1554 -0.0226 -0.0893
H -1.871 -0.111 -3.442 0.0478 0.0962 -0.0762
H -0.252 -0.161 -4.153 -0.0267 0.0668 0.0068
H 1.796 1.189 -1.256 0.0429 0.0632 -0.0483
H 1.452 1.390 -2.978 -0.0422 0.0337 0.0073
H 3.341 -0.185 -2.710 0.0222 -0.0284 0.0480
H 1.936 -1.071 -3.329 -0.0060 0.0323 -0.0663
H 2.796 -3.946 -1.137 0.0605 0.0220 -0.0060
H 3.127 -3.204 -2.709 0.0811 -0.0001 0.0594
H 0.295 -3.610 -1.606 -0.0026 -0.1189 0.0361
H 1.125 -4.820 -2.587 0.0540 -0.0319 0.0764
N 3.307 -4.657 4.894 -0.0852 -0.0198 -0.0101
C 2.497 -4.221 4.198 0.1868 0.2394 -0.3644
N 1.559 -3.682 3.453 -0.3759 -0.2955 0.5844
C 1.261 -3.242 2.354 0.2818 0.2828 -0.2228
N 0.909 -2.791 1.311 -0.5445 -0.2416 0.6506
C 1.553 2.980 4.709 -0.0790 -0.0501 -0.3073
Ge 2.748 1.953 3.545 0.1475 0.0727 0.1450
C 3.711 0.701 4.693 0.0136 0.0200 -0.2397
C 3.813 3.121 2.410 -0.0691 -0.0532 0.0964
C 1.967 0.530 2.316 0.7645 0.3945 0.5740
H 2.100 3.124 5.641 -0.0484 -0.0129 0.0201
H 0.617 2.473 4.946 0.0291 -0.0050 0.0401
H 1.346 3.967 4.294 -0.0509 -0.0353 0.0013
H 4.265 1.264 5.444 0.0285 -0.0088 -0.0364
H 4.411 0.075 4.140 0.0185 0.0033 0.0595
H 2.999 0.058 5.214 0.0218 -0.0002 0.0052
H 4.317 3.860 3.033 0.0277 -0.0101 -0.0400
H 3.179 3.658 1.703 0.0202 -0.0055 0.0061
H 4.568 2.561 1.859 0.0046 0.0166 0.0095
H 1.635 -0.299 2.941 -0.3008 -0.1249 -0.3165
H 2.806 0.192 1.714 -0.1216 -0.0738 -0.1562
```
Positions in Å, forces in eV/Å.

**Highest occupied orbital energy (spin up / spin down)**: -13.32 / -13.26 eV
**Charge**: +2
**2S+1**: 2
**Calculated total energy**: -4635.95181 a.u.
**Expectation value of S²**: 0.75
**LUMO (spin up / spin down)**: -8.456 / -8.456 eV
**HOMO-LUMO gap (spin up / spin down)**: 4.86 / 4.80 eV

Listed below, in e, are the natural (NBO) charges computed for each atom: Ir 0.823; O -0.625; C 0.785; O -0.586; C 0.091; C -0.110; C -0.143; C -0.131; C 0.020; N -0.376; C 0.886; O -0.547; O -0.470; H 0.536; H 0.281; H 0.272; H 0.230; H 0.533; C -0.564; C -0.525; S 0.311; C -0.531; C -0.582; S 0.387; C -0.525; C -0.539; S 0.224; H 0.255; H 0.248; H 0.248; H 0.253; H 0.238; H 0.264; H 0.261; H 0.266; H 0.265; H 0.253; H 0.230; H 0.259; N -0.337; C 0.408; N -0.608; C 0.671; N -0.799; C -1.086; Ge 1.557; C -1.078; C -1.088; C -0.498; H 0.266; H 0.228; H 0.237; H 0.263; H 0.248; H 0.245; H 0.262; H 0.233; H 0.245; H 0.231; H 0.236